No. 1
Below is 10 unconnected molecules or ions with the total composition C25H72F3N5O15S, with properties calculated with wB97M-V/def2-TZVPD.

Properties
- LUMO energy: -2.43 eV
- ΔE to the lowest compared entry with this formula, charge and spin: 182.1 kcal per mole

Structure (ORCA input):
```
! RIJCOSX wB97M-V def2-TZVPD def2/J DEFGRID3
* xyz 0 1
C -6.583 -5.736 3.513
H -3.138 3.727 -3.400
H 1.438 -5.704 -9.079
H 1.813 -3.989 -6.603
C -7.467 -6.727 4.282
C 0.754 -3.235 -8.454
N 1.866 6.484 -3.972
H -8.195 -7.763 2.466
H 2.006 7.718 -1.504
O -0.114 -4.363 -8.541
H -7.395 -8.377 5.566
H 0.635 -5.929 -7.447
H -4.567 4.301 -7.486
H -7.284 -5.048 3.040
H 2.865 9.579 -0.610
H -0.186 -1.822 -6.137
O 8.256 -4.050 5.454
H -1.607 8.006 5.667
H -4.858 3.511 -3.548
C -5.866 2.898 -8.321
H 1.808 6.048 -3.063
H 2.007 8.818 -5.672
H -2.034 9.073 8.111
O 2.470 1.471 2.656
C -3.900 3.095 -3.856
C -4.680 3.217 -7.461
H 0.937 6.304 -4.325
C 1.371 -6.880 8.270
H -8.084 -6.170 4.987
O -9.647 -6.458 3.014
H -11.175 -7.769 3.836
C 8.445 3.900 2.331
H 9.408 3.178 4.149
H -4.713 1.631 -5.810
H -0.111 -6.433 -8.976
N 5.995 -0.871 -2.967
C -3.219 6.761 6.316
O 1.402 9.641 -1.985
O 2.692 -0.643 1.550
H 0.385 -6.529 6.404
H -2.598 2.781 -7.447
N -6.739 -7.770 5.096
H -5.901 3.453 -9.258
H 9.330 4.527 2.222
F -0.514 0.828 3.001
H -6.068 -6.191 2.666
O -1.808 8.262 7.649
H 0.156 -2.364 -8.722
H 0.399 8.295 -5.097
C 7.295 -5.508 4.016
H 6.874 -1.285 -3.246
H 0.939 -8.462 9.196
H -4.056 6.690 8.102
C 8.412 3.226 3.708
C 0.310 -0.164 2.707
H -0.110 -3.525 -5.432
H 1.583 -5.821 8.417
H 2.560 11.176 -1.467
H -3.506 6.528 5.290
O 8.167 -6.603 3.949
C -10.908 -7.089 3.027
C -4.841 2.694 -6.014
H 2.188 -7.399 7.770
H 8.541 3.109 1.586
H 1.497 -3.050 -9.229
N 2.479 -2.094 -7.106
O 1.341 1.138 0.509
H 5.610 -1.119 -2.067
C 1.393 -3.073 -7.019
H -3.029 8.945 5.939
O 1.202 -7.606 9.540
C 0.425 -2.687 -5.878
H 7.941 3.911 4.413
H 0.941 -2.397 -4.963
H -10.885 -7.664 2.102
H -9.032 -8.173 3.858
H -2.511 5.944 6.452
C 0.514 -5.677 -8.501
C -2.466 8.098 6.332
C 0.092 -6.955 7.363
H 0.351 7.836 -2.088
H -5.688 1.853 -8.573
C 2.036 7.893 -3.634
H 2.009 -1.223 -7.304
O -3.845 3.372 -5.258
H 3.518 9.911 -2.131
H -5.997 -5.297 4.321
H 7.497 -4.871 3.155
H 6.342 -5.984 3.787
N -3.439 2.666 -7.994
H 7.018 1.965 3.571
H -1.023 -8.336 6.913
H 3.074 8.200 -3.758
H -6.780 2.967 -7.732
H 1.110 9.679 -4.450
H 6.268 -4.418 5.478
C 1.362 8.220 -2.225
H -3.881 2.020 -3.675
O -4.374 6.678 7.196
O 7.247 4.610 2.264
F 0.794 -0.759 3.746
H 7.301 -5.649 6.230
C 2.619 10.090 -1.541
H -3.254 3.334 -8.729
H -5.823 3.020 -5.669
O -0.168 -8.342 7.349
H -6.386 -7.292 5.913
S 1.770 0.489 1.775
H 5.239 -1.073 -3.606
H 6.584 3.915 2.249
C 7.202 -4.973 5.381
H -11.718 -6.379 2.858
H 6.124 0.119 -3.123
C -8.580 -7.305 3.378
C 1.373 8.679 -4.797
O 7.946 1.928 3.815
H 8.092 -3.264 4.929
H 9.015 -6.353 4.323
H -0.658 -6.296 7.799
F -0.242 -1.100 1.932
H 3.017 -2.321 -7.930
*
```

Löwdin atomic charge list, values in e, 99 entries: C -0.05; H 0.09; H 0.08; H 0.12; C -0.41; C -0.20; N 0.02; H 0.13; H 0.11; O -0.19; H 0.05; H 0.08; H 0.13; H 0.08; H 0.09; H 0.08; O -0.07; H 0.11; H 0.08; C -0.07; H 0.06; H 0.07; H 0.07; O -0.39; C -0.09; C -0.46; H 0.06; C -0.20; H 0.13; O -0.18; H 0.09; C -0.25; H 0.11; H 0.13; H 0.08; N 0.35; C -0.23; O -0.19; O -0.40; H 0.11; H 0.07; N 0.03; H 0.08; H 0.12; F 0.15; H 0.08; O -0.09; H 0.12; H 0.07; C -0.28; H 0.16; H 0.06; H 0.07; C -0.29; C -0.74; H 0.08; H 0.11; H 0.09; H 0.11; O -0.06; C -0.12; C -0.19; H 0.11; H 0.11; H 0.11; N 0.01; O -0.39; H 0.17; C -0.42; H 0.11; O -0.08; C -0.06; H 0.12; H 0.07; H 0.08; H 0.10; H 0.11; C -0.08; C -0.20; C -0.25; H 0.13; H 0.08; C -0.41; H 0.07; O -0.23; H 0.08; H 0.08; H 0.12; H 0.12; N 0.03; H 0.09; H 0.09; H 0.12; H 0.08; H 0.07; H 0.12; C -0.15; H 0.09; O -0.07


No. 2
Below is 11 unconnected molecules or ions with the total composition C25H72N4O11, with properties calculated with wB97M-V/def2-TZVPD.

Properties
- LUMO energy: 0.05 eV
- ΔE to the lowest compared entry with this formula, charge and spin: 181.8 kcal per mole
- SMILES string: NC(N)=O.NC(N)=O.CC(C)O.CC(C)O.CC(C)O.CC(C)O.CC(C)O.CC(C)O.CC(C)O.CO.CO

Structure (ORCA input):
```
! RIJCOSX wB97M-V def2-TZVPD def2/J DEFGRID3
* xyz 0 1
C -2.105 4.622 -1.500
O -2.768 3.132 -3.166
H -5.892 0.902 -2.324
H 0.875 0.646 -5.490
H -1.502 5.457 -1.281
C 3.141 -2.968 2.172
C -1.993 4.138 -2.961
H -3.262 3.062 3.131
H 4.050 -1.877 -1.088
H 1.250 0.117 -1.831
H 1.491 -1.064 1.616
H 0.635 2.251 -0.193
H 0.036 1.364 -2.092
H -0.084 -4.930 4.272
H 0.079 -0.992 4.532
H 4.216 -4.871 2.158
C 3.756 -1.597 2.517
H -3.265 5.591 -3.987
H 0.697 4.754 3.188
H -0.981 3.945 -3.082
H -0.719 -1.748 -1.026
H -1.729 3.858 -0.859
H 2.844 1.345 -3.282
H 2.410 -1.259 -0.801
H -2.404 -0.468 -2.359
C 2.670 -3.717 -3.266
C -2.220 5.239 -3.949
H 0.260 4.027 1.611
H 1.391 2.779 -2.832
H -2.009 -3.508 5.548
C -0.284 -3.114 4.289
H 3.736 -3.631 -3.354
H 2.814 3.120 -0.384
C -2.434 0.472 -1.803
C 4.172 -3.911 1.587
N -1.390 0.776 3.426
C 3.068 -1.815 -1.513
H -1.627 6.154 -3.752
H -3.161 -3.477 1.771
H 2.768 -3.359 3.083
O 1.600 2.547 -3.754
N -2.744 2.314 3.621
H 1.513 -2.021 4.630
H -2.191 -2.202 4.299
H -3.040 -1.828 -0.121
C -4.854 0.698 -2.707
H -4.225 0.062 -0.696
O -2.316 1.505 1.431
H -1.320 -3.281 -1.364
H 2.120 4.706 0.044
C -2.199 1.496 2.761
C 0.739 0.724 -2.585
C -0.957 -2.656 -0.587
C 0.455 -1.953 4.919
O 2.101 -2.799 1.501
H -4.734 -0.301 -3.105
H 2.638 0.876 -5.569
C 2.244 -3.151 -1.872
H 1.799 -0.547 -4.687
H 1.178 -2.877 -1.898
C -2.458 -3.542 1.066
H -3.345 1.881 -0.032
O 2.547 1.066 0.804
H 4.052 -1.184 1.563
H 1.901 2.522 1.963
H -4.732 1.592 -3.406
H -2.945 -4.277 0.343
H -2.078 4.921 -4.976
C 1.838 0.509 -4.857
H 4.039 -4.188 0.487
C 1.773 1.293 -3.589
H 2.355 -2.956 -4.025
H 2.305 -4.736 -3.571
O 0.893 3.723 -1.176
H 5.223 -3.471 1.482
C -1.773 -3.191 4.550
H 0.651 4.520 -1.632
H -2.208 -3.926 3.887
C 1.220 0.713 0.852
H 4.568 -1.558 3.153
H -2.921 2.726 -2.340
C -2.087 -2.270 0.380
O 0.321 -4.154 4.662
C 2.236 3.959 -0.757
H -0.050 -3.002 3.243
O -1.712 -1.498 1.245
H 2.864 4.462 -1.559
H -2.366 -1.481 1.954
H -1.076 1.018 4.400
O -3.876 1.923 -0.838
C 0.716 3.852 2.614
H 0.013 3.179 3.136
N 0.782 -0.403 1.359
H -0.157 -0.828 1.142
H 2.503 -4.939 -1.561
H 2.181 -2.936 0.562
H -0.110 -3.138 -0.066
H -0.757 1.373 0.606
H -3.085 4.982 -1.198
H -1.853 0.213 -0.889
H -1.935 0.999 -2.549
O 2.374 -4.122 -1.052
O 1.997 3.251 2.496
H -2.604 2.397 4.625
N 0.242 1.507 0.450
H 2.935 -0.969 2.848
H -1.630 -4.132 1.528
H 0.322 -2.139 5.961
H 3.124 -1.317 -2.472
C -3.953 0.783 -1.450
H -0.790 0.223 2.715
H 0.193 0.011 -3.066
*
```

Löwdin atomic charge list, values in e, 99 entries: C -0.03; O 0.03; H 0.09; H 0.11; H 0.06; C -0.62; C -0.59; H 0.14; H 0.08; H 0.06; H 0.05; H 0.09; H 0.05; H 0.12; H 0.06; H 0.08; C -0.02; H 0.09; H 0.07; H 0.09; H 0.03; H 0.06; H 0.15; H 0.06; H 0.08; C -0.03; C -0.04; H 0.07; H 0.06; H 0.08; C -0.66; H 0.07; H 0.07; C -0.04; C -0.03; N 0.16; C 0.01; H 0.09; H 0.02; H 0.12; O 0.00; N 0.16; H 0.08; H 0.08; H 0.17; C -0.02; H 0.12; O -0.08; H 0.09; H 0.09; C -0.65; C -0.01; C -0.02; C -0.01; O -0.02; H 0.07; H 0.10; C -0.55; H 0.04; H 0.11; C -0.05; H 0.06; O -0.10; H 0.08; H -0.04; H 0.10; H 0.12; H 0.08; C -0.05; H 0.08; C -0.61; H 0.08; H 0.10; O -0.17; H 0.10; C -0.02; H 0.08; H 0.06; C -0.61; H 0.06; H 0.02; C -0.63; O 0.03; C -0.11; H 0.11; O -0.02; H 0.11; H 0.13; H 0.16; O -0.04; C -0.16; H 0.05; N 0.19; H 0.09; H 0.12; H 0.06; H 0.10; H 0.06; H 0.10


Number 1: energy -84231.596 eV, maximum force 5.65 eV/Å. Number 2: energy -55566.986 eV, maximum force 11.88 eV/Å.